DFT (the ωB97M-V functional and the def2-TZVPD basis) results for a cluster of 9 separate species, C46H112N8O11 in total in a non-equilibrium geometry.

CARTESIAN COORDINATES (ANGSTROEM)
C (0.611, 0.613, -1.563)
C (-0.390, 1.090, -0.792)
C (-0.741, 0.326, 0.505)
O (-1.582, 0.740, 1.334)
C (-0.232, -0.864, 0.834)
C (0.798, -1.425, -0.015)
C (1.248, -0.677, -1.292)
O (2.097, -1.145, -2.038)
O (1.376, -2.463, 0.352)
O (-0.941, 2.235, -1.127)
H (0.919, 1.152, -2.447)
H (-0.492, -1.383, 1.745)
C (-6.034, 2.956, 0.624)
C (-4.729, 2.273, 0.122)
C (-4.913, 1.246, -1.112)
O (-3.842, 0.495, -1.469)
C (-3.431, 0.572, -2.832)
N (-3.708, 3.299, -0.351)
H (-2.828, 2.829, -0.507)
H (-4.092, 3.781, -1.151)
H (-3.625, 4.018, 0.354)
H (-6.008, 3.382, 1.627)
H (-6.834, 2.217, 0.663)
H (-6.404, 3.663, -0.118)
H (-4.074, 1.774, 0.836)
H (-5.475, 1.600, -1.976)
H (-5.610, 0.554, -0.639)
H (-3.192, 1.577, -3.178)
H (-4.219, 0.408, -3.567)
H (-2.625, -0.140, -3.007)
C (-2.999, -2.725, -2.173)
C (-1.809, -3.186, -3.129)
C (-0.823, -4.133, -2.424)
O (0.073, -4.536, -3.498)
C (1.140, -5.214, -2.818)
N (-2.435, -3.823, -4.371)
H (-3.096, -3.180, -4.784)
H (-1.841, -4.193, -5.099)
H (-3.056, -4.563, -4.077)
H (-3.425, -3.587, -1.660)
H (-3.833, -2.162, -2.592)
H (-2.593, -2.062, -1.409)
H (-1.357, -2.363, -3.682)
H (-1.405, -4.985, -2.072)
H (-0.344, -3.596, -1.606)
H (0.955, -6.179, -2.345)
H (1.621, -4.490, -2.161)
H (1.894, -5.467, -3.563)
C (3.675, 3.155, 1.877)
C (2.190, 3.527, 1.774)
C (1.186, 2.362, 2.173)
O (1.253, 1.983, 3.548)
C (1.670, 0.633, 3.860)
N (1.828, 4.975, 2.184)
H (2.477, 5.370, 2.850)
H (1.668, 5.671, 1.470)
H (0.968, 5.128, 2.690)
H (3.892, 2.910, 2.916)
H (4.344, 4.008, 1.763)
H (4.026, 2.331, 1.255)
H (2.022, 3.716, 0.714)
H (1.412, 1.492, 1.556)
H (0.218, 2.762, 1.869)
H (1.210, -0.074, 3.169)
H (1.450, 0.291, 4.871)
H (2.748, 0.572, 4.007)
C (2.342, -2.005, -6.041)
C (3.250, -0.795, -5.662)
C (3.731, 0.194, -6.827)
O (2.652, 0.604, -7.622)
C (3.112, 1.131, -8.906)
N (2.305, 0.012, -4.822)
H (2.808, 0.881, -4.711)
H (1.393, 0.164, -5.227)
H (2.172, -0.406, -3.912)
H (2.018, -2.667, -5.238)
H (2.824, -2.724, -6.702)
H (1.501, -1.663, -6.644)
H (4.125, -1.052, -5.064)
H (4.388, -0.335, -7.518)
H (4.370, 1.017, -6.510)
H (2.659, 2.112, -9.050)
H (2.932, 0.459, -9.746)
H (4.164, 1.405, -8.978)
C (3.062, -5.182, 4.366)
C (2.183, -4.836, 3.117)
C (0.952, -5.730, 2.982)
O (-0.063, -5.269, 2.021)
C (0.204, -5.598, 0.629)
N (1.723, -3.400, 3.080)
H (1.295, -3.136, 3.956)
H (2.592, -2.899, 2.959)
H (1.153, -3.140, 2.288)
H (2.636, -4.767, 5.280)
H (4.041, -4.714, 4.267)
H (3.193, -6.264, 4.356)
H (2.786, -4.972, 2.219)
H (0.508, -5.748, 3.978)
H (1.321, -6.733, 2.769)
H (0.952, -4.962, 0.155)
H (-0.763, -5.342, 0.194)
H (0.265, -6.685, 0.578)
C (6.366, -2.429, -1.584)
C (4.806, -2.431, -1.853)
C (4.364, -3.305, -3.056)
O (4.574, -4.681, -3.025)
C (4.555, -5.371, -4.238)
N (4.042, -2.982, -0.649)
H (4.001, -2.429, 0.196)
H (3.070, -3.147, -0.870)
H (4.452, -3.885, -0.460)
H (6.703, -1.686, -0.860)
H (7.032, -2.138, -2.396)
H (6.659, -3.403, -1.191)
H (4.573, -1.370, -1.942)
H (4.972, -2.948, -3.887)
H (3.322, -3.064, -3.265)
H (3.868, -4.948, -4.971)
H (4.217, -6.371, -3.965)
H (5.533, -5.526, -4.693)
C (-0.863, 4.167, -4.318)
N (-0.826, 4.185, -5.872)
C (-2.078, 3.364, -6.334)
C (-0.968, 5.630, -6.332)
C (0.512, 3.705, -6.545)
C (1.828, 4.065, -5.761)
O (2.010, 3.120, -4.716)
H (-0.521, 3.173, -4.030)
H (-1.901, 4.371, -4.058)
H (-0.206, 4.934, -3.908)
H (-1.914, 3.232, -7.403)
H (-2.961, 3.893, -5.974)
H (-2.248, 2.355, -5.956)
H (-1.975, 5.845, -5.975)
H (-0.919, 5.757, -7.414)
H (-0.353, 6.333, -5.771)
H (0.582, 4.211, -7.508)
H (0.412, 2.644, -6.772)
H (1.725, 5.079, -5.375)
H (2.764, 4.049, -6.321)
H (2.957, 3.097, -4.563)
C (-5.113, -0.014, 10.474)
C (-4.094, 1.190, 10.618)
C (-3.046, 1.330, 9.534)
C (-3.771, 1.338, 8.108)
N (-2.866, 1.480, 6.831)
C (-3.743, 1.852, 5.608)
C (-3.497, 0.758, 4.474)
C (-2.255, 0.039, 4.870)
C (-2.401, 0.039, 6.390)
C (-1.660, 2.528, 7.155)
C (-0.736, 2.767, 5.987)
C (0.066, 3.985, 6.370)
H (-5.827, 0.070, 9.654)
H (-5.641, -0.175, 11.414)
H (-4.705, -0.988, 10.202)
H (-3.498, 0.979, 11.506)
H (-4.451, 2.211, 10.753)
H (-2.449, 0.421, 9.607)
H (-2.425, 2.213, 9.686)
H (-4.265, 2.302, 7.993)
H (-4.507, 0.565, 7.889)
H (-3.452, 2.874, 5.368)
H (-4.761, 1.794, 5.992)
H (-3.417, 1.253, 3.506)
H (-4.304, 0.029, 4.541)
H (-1.361, 0.501, 4.450)
H (-2.300, -0.978, 4.483)
H (-1.537, -0.323, 6.947)
H (-3.210, -0.632, 6.677)
H (-1.105, 2.101, 7.990)
H (-2.136, 3.481, 7.385)
H (-1.191, 2.889, 5.003)
H (0.040, 2.022, 5.815)
H (0.499, 3.991, 7.370)
H (-0.650, 4.807, 6.366)
H (0.889, 4.179, 5.682)

Values from the calculation:
Net charge ... +6
E_HOMO ... -19.052 eV
Maximum force ... 6.2 eV/A
Molecular weight ... 953.45 g mol⁻¹
Total energy ... -3083.02268 Ha

***

DFT (the ωB97M-V functional and the def2-TZVPD basis) results for a cluster of 9 separate species, C46H117N7O15 in total in a non-equilibrium geometry.

CARTESIAN COORDINATES (ANGSTROEM)
C (-8.783, -13.003, 20.785)
O (-8.906, -14.456, 20.861)
C (-10.051, -15.045, 20.269)
C (-9.973, -16.525, 20.300)
C (-9.977, -17.095, 21.735)
N (-8.845, -17.001, 19.550)
H (-8.545, -12.618, 19.794)
H (-7.881, -12.798, 21.363)
H (-9.584, -12.505, 21.331)
H (-10.962, -14.559, 20.617)
H (-9.896, -14.795, 19.219)
H (-10.838, -16.999, 19.835)
H (-9.055, -16.957, 22.299)
H (-10.118, -18.176, 21.722)
H (-10.780, -16.699, 22.358)
H (-8.115, -16.314, 19.674)
H (-8.482, -17.871, 19.912)
C (-17.845, -18.225, 9.004)
O (-16.638, -18.111, 9.628)
C (-15.546, -18.904, 9.082)
C (-15.466, -20.329, 9.668)
N (-16.331, -21.288, 8.925)
C (-16.557, -22.611, 9.583)
C (-15.279, -23.495, 9.825)
O (-14.850, -24.057, 8.546)
C (-15.357, -25.418, 8.357)
H (-18.085, -19.288, 8.968)
H (-17.929, -17.803, 8.002)
H (-18.641, -17.753, 9.580)
H (-14.595, -18.395, 9.240)
H (-15.700, -18.938, 8.003)
H (-15.762, -20.395, 10.715)
H (-14.435, -20.681, 9.646)
H (-16.154, -21.302, 7.931)
H (-17.285, -23.131, 8.960)
H (-17.085, -22.456, 10.524)
H (-15.517, -24.293, 10.528)
H (-14.495, -22.988, 10.387)
H (-16.350, -25.385, 7.909)
H (-15.304, -26.036, 9.254)
H (-14.651, -25.905, 7.684)
C (-16.381, -5.464, 15.822)
O (-15.677, -6.697, 15.871)
C (-15.649, -7.238, 17.222)
C (-15.296, -8.716, 17.194)
N (-15.529, -9.250, 18.605)
C (-14.856, -10.470, 18.896)
C (-15.545, -11.583, 18.092)
O (-14.574, -12.659, 18.057)
C (-15.105, -13.777, 17.440)
H (-17.377, -5.499, 16.261)
H (-16.507, -5.034, 14.828)
H (-15.840, -4.801, 16.497)
H (-16.631, -7.052, 17.657)
H (-14.844, -6.758, 17.777)
H (-14.237, -8.809, 16.952)
H (-15.825, -9.234, 16.395)
H (-16.526, -9.411, 18.593)
H (-15.046, -10.973, 19.844)
H (-13.776, -10.404, 18.759)
H (-15.741, -11.440, 17.029)
H (-16.501, -11.927, 18.486)
H (-16.106, -14.018, 17.800)
H (-14.517, -14.694, 17.452)
H (-15.138, -13.457, 16.399)
C (-6.264, -21.991, 21.864)
O (-5.647, -21.778, 20.619)
C (-5.989, -22.550, 19.518)
C (-4.653, -22.729, 18.782)
N (-3.813, -23.599, 19.513)
C (-2.441, -23.678, 18.881)
C (-1.838, -22.363, 18.365)
O (-1.765, -21.288, 19.309)
C (-1.047, -20.153, 18.827)
H (-6.239, -23.048, 22.126)
H (-7.289, -21.623, 21.926)
H (-5.646, -21.433, 22.568)
H (-6.655, -21.893, 18.958)
H (-6.538, -23.449, 19.799)
H (-4.101, -21.798, 18.907)
H (-4.654, -22.987, 17.723)
H (-3.677, -23.047, 20.347)
H (-2.492, -24.348, 18.022)
H (-1.834, -24.231, 19.598)
H (-2.417, -22.157, 17.465)
H (-0.800, -22.362, 18.034)
H (-0.038, -20.511, 18.622)
H (-0.998, -19.588, 19.757)
H (-1.587, -19.595, 18.061)
C (-15.816, -27.000, 16.314)
O (-14.610, -26.621, 16.900)
C (-13.782, -25.759, 16.125)
C (-13.005, -26.475, 15.011)
N (-12.021, -25.686, 14.290)
C (-11.401, -26.462, 13.184)
C (-10.556, -25.560, 12.283)
O (-9.377, -25.088, 12.885)
C (-8.743, -24.148, 12.014)
H (-16.515, -26.851, 17.137)
H (-15.756, -28.047, 16.017)
H (-16.090, -26.375, 15.464)
H (-13.025, -25.336, 16.786)
H (-14.430, -24.951, 15.786)
H (-13.827, -26.811, 14.378)
H (-12.545, -27.325, 15.515)
H (-11.306, -25.622, 15.000)
H (-12.195, -26.974, 12.641)
H (-10.739, -27.183, 13.664)
H (-11.190, -24.749, 11.925)
H (-10.383, -26.176, 11.401)
H (-7.948, -24.731, 11.549)
H (-8.267, -23.345, 12.576)
H (-9.367, -23.839, 11.175)
C (-18.302, -23.366, 20.893)
O (-17.888, -21.973, 21.136)
C (-17.129, -21.444, 20.034)
C (-15.934, -20.636, 20.456)
N (-15.069, -21.270, 21.450)
C (-14.584, -22.602, 20.905)
C (-13.387, -23.117, 21.795)
O (-13.773, -23.747, 23.062)
C (-12.606, -24.157, 23.757)
H (-18.732, -23.821, 21.785)
H (-17.459, -24.033, 20.712)
H (-19.108, -23.459, 20.165)
H (-17.750, -20.838, 19.374)
H (-16.750, -22.293, 19.465)
H (-16.311, -19.673, 20.801)
H (-15.388, -20.523, 19.520)
H (-15.594, -21.348, 22.309)
H (-14.149, -22.442, 19.918)
H (-15.415, -23.300, 20.810)
H (-12.704, -22.310, 22.062)
H (-12.808, -23.827, 21.205)
H (-11.923, -23.346, 24.007)
H (-12.097, -25.013, 23.313)
H (-12.875, -24.241, 24.810)
C (-19.388, -25.811, 11.920)
O (-20.128, -24.791, 12.537)
C (-21.175, -24.386, 11.576)
C (-22.006, -23.222, 12.237)
N (-21.115, -22.002, 12.154)
C (-21.849, -20.784, 12.646)
C (-20.819, -19.708, 12.858)
O (-19.856, -20.109, 13.741)
C (-18.743, -19.256, 13.872)
H (-20.064, -26.642, 11.720)
H (-18.634, -26.198, 12.606)
H (-18.835, -25.580, 11.010)
H (-21.828, -25.214, 11.298)
H (-20.680, -24.062, 10.661)
H (-22.321, -23.448, 13.256)
H (-22.795, -23.053, 11.504)
H (-20.250, -22.116, 12.664)
H (-22.466, -20.902, 13.537)
H (-22.590, -20.321, 11.994)
H (-21.370, -18.843, 13.226)
H (-20.412, -19.359, 11.909)
H (-18.396, -18.968, 12.880)
H (-18.009, -19.655, 14.573)
H (-19.063, -18.333, 14.356)
C (-11.229, -20.119, 13.558)
C (-11.689, -19.645, 14.998)
C (-11.197, -20.731, 15.931)
O (-11.059, -18.407, 15.403)
H (-11.569, -19.428, 12.787)
H (-11.720, -21.047, 13.265)
H (-10.145, -20.142, 13.447)
H (-12.760, -19.479, 15.117)
H (-11.697, -21.692, 15.813)
H (-11.650, -20.452, 16.882)
H (-10.150, -20.998, 16.077)
H (-10.525, -18.455, 16.199)
C (-11.437, -14.210, 12.198)
C (-10.079, -14.328, 11.601)
C (-9.019, -13.286, 11.866)
O (-9.643, -15.597, 11.856)
H (-11.732, -13.162, 12.256)
H (-11.518, -14.401, 13.268)
H (-12.308, -14.664, 11.726)
H (-10.199, -14.274, 10.519)
H (-9.330, -12.343, 11.415)
H (-7.991, -13.484, 11.562)
H (-8.833, -13.227, 12.939)
H (-10.018, -15.790, 12.718)

Values from the calculation:
Energy relative to the best compared isomer or geometry (same formula, charge and spin) ... 524.7 kJ/mol
Net charge ... 0
E_HOMO ... -8.398 eV
Maximum force ... 3.6 eV/A
SMILES string ... COC[C@H](C)N.COCCNCCOC.COCCNCCOC.COCCNCCOC.COCCNCCOC.COCCNCCOC.COCCNCCOC.CC(C)O.CC(C)O
Molecular weight ... 1008.48 g mol⁻¹
Total energy ... -3334.15585 Ha